[1]
The following is a quantum chemistry calculation of 13 unconnected molecules or ions with the total composition C34H33Cl36F7N2OS, from OMol25.

The net charge is 0. Its highest occupied orbital energy is -7.8 eV.

Atoms and positions in Å:
C1 4.31 -3.11 -0.26
C2 3.68 -1.65 -0.10
O1 4.44 -0.70 -0.09
N1 2.23 -1.60 -0.03
C3 1.73 -0.50 0.82
C4 1.67 -1.55 -1.41
C5 0.24 -2.26 -1.38
C6 0.47 -3.82 -1.42
C7 0.20 -4.53 -0.02
C8 -1.08 -5.46 -0.15
C9 -0.95 -6.90 -0.48
C10 -2.22 -7.68 -0.60
C11 -3.55 -7.09 -0.36
C12 -3.69 -5.64 0.01
C13 -2.44 -4.87 0.09
S1 -2.56 -3.10 0.51
C14 -4.28 -2.68 0.03
C15 -4.62 -1.25 -0.26
C16 -6.04 -0.87 -0.60
C17 -6.52 0.59 -0.86
F1 -7.22 0.97 0.31
F2 -7.47 0.68 -1.89
C18 -5.38 1.67 -1.03
F3 -4.50 1.32 -2.06
F4 -4.63 1.81 0.13
C19 -5.89 3.13 -1.39
F5 -6.79 3.63 -0.48
F6 -4.81 4.01 -1.37
F7 -6.39 3.21 -2.67
C20 -7.02 -2.00 -0.68
C21 -6.66 -3.40 -0.41
C22 -5.26 -3.77 -0.03
N2 -5.03 -5.16 0.27
H1 4.34 -3.33 -1.37
H2 3.64 -3.87 0.22
H3 5.35 -3.07 0.17
H4 0.77 -0.13 0.34
H5 2.41 0.40 0.89
H6 1.42 -0.90 1.83
H7 1.65 -0.51 -1.84
H8 2.35 -2.17 -2.08
H9 -0.23 -1.92 -0.40
H10 -0.38 -1.91 -2.24
H11 1.49 -4.11 -1.79
H12 -0.26 -4.27 -2.16
H13 0.08 -3.80 0.84
H14 1.07 -5.20 0.27
H15 0.05 -7.36 -0.63
H16 -2.10 -8.76 -0.86
H17 -4.44 -7.77 -0.45
H18 -3.81 -0.48 -0.20
H19 -8.10 -1.81 -0.93
H20 -7.46 -4.19 -0.46
H21 -5.64 -5.75 -0.31
C23 -0.44 3.08 0.84
Cl1 -1.07 2.98 2.48
Cl2 1.30 3.36 0.85
Cl3 -0.82 1.60 -0.05
H22 -0.92 3.91 0.33
C24 -1.96 -0.16 -4.62
Cl4 -2.13 -1.01 -6.16
Cl5 -2.47 -1.19 -3.28
Cl6 -0.29 0.38 -4.40
H23 -2.61 0.71 -4.64
C25 -2.24 3.06 6.11
Cl7 -1.10 4.41 6.19
Cl8 -1.42 1.53 6.42
Cl9 -3.56 3.30 7.26
H24 -2.66 3.03 5.11
C26 -2.28 3.95 -4.69
Cl10 -2.43 3.12 -6.24
Cl11 -2.74 2.88 -3.36
Cl12 -0.62 4.53 -4.46
H25 -2.94 4.81 -4.69
C27 2.18 0.82 5.90
Cl13 3.19 1.63 7.10
Cl14 2.06 1.78 4.42
Cl15 2.82 -0.79 5.53
H26 1.18 0.71 6.31
C28 1.03 7.93 -3.39
Cl16 2.74 7.78 -2.98
Cl17 0.08 8.34 -1.95
Cl18 0.79 9.15 -4.65
H27 0.68 6.98 -3.77
C29 2.04 -4.09 7.05
Cl19 3.08 -5.11 6.03
Cl20 0.42 -3.98 6.36
Cl21 1.98 -4.72 8.70
H28 2.47 -3.09 7.08
C30 -0.14 0.14 10.38
Cl22 0.80 1.30 11.32
Cl23 -1.78 0.73 10.12
Cl24 0.65 -0.20 8.83
H29 -0.19 -0.79 10.94
C31 3.87 -0.78 -4.63
Cl25 3.90 -2.42 -3.97
Cl26 2.58 -0.63 -5.83
Cl27 3.66 0.41 -3.34
H30 4.82 -0.59 -5.12
C32 4.19 10.71 -5.33
Cl28 4.09 12.23 -4.45
Cl29 4.18 11.00 -7.08
Cl30 5.63 9.80 -4.86
H31 3.32 10.11 -5.08
C33 7.08 6.10 -4.81
Cl31 5.34 6.07 -5.08
Cl32 7.50 5.28 -3.31
Cl33 7.93 5.37 -6.18
H32 7.39 7.14 -4.74
C34 7.21 -4.70 2.93
Cl34 5.80 -4.81 3.98
Cl35 6.75 -4.97 1.24
Cl36 8.00 -3.13 3.11
H33 7.92 -5.47 3.22

These are the Mulliken partial charges, in e, on atoms 1 to 99: number 1, C, carries -0.636; number 2, C, carries 0.459; number 3, O, carries -0.591; number 4, N, carries 0.395; number 5, C, carries -0.232; number 6, C, carries 0.411; number 7, C, carries 1.187; number 8, C, carries -0.484; number 9, C, carries -1.038; number 10, C, carries -0.264; number 11, C, carries -0.553; number 12, C, carries -0.580; number 13, C, carries -0.587; number 14, C, carries 0.599; number 15, C, carries 0.234; number 16, S, carries -0.111; number 17, C, carries 0.243; number 18, C, carries -0.275; number 19, C, carries -0.078; number 20, C, carries 1.089; number 21, F, carries -0.294; number 22, F, carries -0.279; number 23, C, carries 0.585; number 24, F, carries -0.139; number 25, F, carries -0.252; number 26, C, carries 0.308; number 27, F, carries -0.226; number 28, F, carries -0.219; number 29, F, carries -0.233; number 30, C, carries -0.951; number 31, C, carries -0.633; number 32, C, carries 0.407; number 33, N, carries -0.280; number 34, H, carries 0.098; number 35, H, carries 0.334; number 36, H, carries 0.128; number 37, H, carries -0.486; number 38, H, carries 0.399; number 39, H, carries 0.182; number 40, H, carries 0.230; number 41, H, carries -0.825; number 42, H, carries -0.014; number 43, H, carries -1.052; number 44, H, carries 0.282; number 45, H, carries 0.498; number 46, H, carries 0.554; number 47, H, carries 0.463; number 48, H, carries 0.359; number 49, H, carries 0.308; number 50, H, carries 0.273; number 51, H, carries 0.352; number 52, H, carries 0.324; number 53, H, carries 0.267; number 54, H, carries 0.313; number 55, C, carries -0.276; number 56, Cl, carries -0.037; number 57, Cl, carries -0.136; number 58, Cl, carries 0.107; number 59, H, carries 0.396; number 60, C, carries 0.134; number 61, Cl, carries -0.145; number 62, Cl, carries 0.043; number 63, Cl, carries -0.031; number 64, H, carries -0.100; number 65, C, carries 0.107; number 66, Cl, carries -0.122; number 67, Cl, carries -0.064; number 68, Cl, carries -0.128; number 69, H, carries 0.188; number 70, C, carries -0.161; number 71, Cl, carries -0.111; number 72, Cl, carries 0.034; number 73, Cl, carries -0.089; number 74, H, carries 0.343; number 75, C, carries 0.685; number 76, Cl, carries -0.113; number 77, Cl, carries -0.046; number 78, Cl, carries -0.093; number 79, H, carries -0.445; number 80, C, carries 0.662; number 81, Cl, carries -0.101; number 82, Cl, carries -0.123; number 83, Cl, carries -0.153; number 84, H, carries -0.291; number 85, C, carries 0.329; number 86, Cl, carries -0.114; number 87, Cl, carries -0.106; number 88, Cl, carries -0.138; number 89, H, carries 0.026; number 90, C, carries -0.045; number 91, Cl, carries -0.125; number 92, Cl, carries -0.102; number 93, Cl, carries -0.029; number 94, H, carries 0.323; number 95, C, carries -0.082; number 96, Cl, carries -0.110; number 97, Cl, carries -0.102; number 98, Cl, carries -0.082; number 99, H, carries 0.426

[2]
The following is a quantum chemistry calculation of 4 unconnected molecules or ions with the total composition C34H33FN4O2, from OMol25.

The net charge is 0. Its highest occupied orbital energy is -8.1 eV.

Atoms and positions in Å:
C1 3.58 -1.32 -0.47
C2 2.38 -1.05 -1.60
C3 2.44 -1.61 -3.15
C4 1.23 -1.33 -4.26
C5 -0.09 -0.46 -3.73
C6 -0.25 0.10 -2.20
C7 -1.52 0.92 -1.58
N1 -2.20 1.87 -2.54
C8 -2.35 3.10 -1.61
O1 -1.55 4.17 -1.52
C9 -3.73 2.69 -0.83
C10 -4.37 3.14 0.62
C11 -5.82 2.48 1.08
C12 -6.68 1.40 0.15
C13 -6.03 0.94 -1.32
C14 -6.77 -0.09 -2.36
C15 -6.49 -1.68 -2.08
C16 -7.12 -2.22 -0.64
F1 -5.05 -2.09 -2.25
C17 -4.59 1.61 -1.71
C18 -3.61 1.47 -3.01
O2 -4.00 1.12 -4.24
C19 1.03 -0.20 -1.16
H1 4.52 -1.87 -0.93
H2 3.97 -0.32 0.01
H3 3.16 -2.03 0.39
H4 3.38 -2.25 -3.49
H5 1.33 -1.73 -5.37
H6 -0.96 -0.25 -4.51
H7 -2.25 0.15 -1.06
H8 -1.09 1.59 -0.69
H9 -3.81 3.92 1.29
H10 -6.24 2.82 2.12
H11 -7.72 0.95 0.52
H12 -6.46 0.11 -3.48
H13 -7.93 0.11 -2.29
H14 -7.08 -2.28 -2.93
H15 -6.79 -1.55 0.27
H16 -6.62 -3.29 -0.46
H17 -8.28 -2.38 -0.69
H18 1.03 0.19 -0.03
C20 -0.70 5.91 0.65
C21 0.57 6.34 0.30
C22 1.26 7.15 1.18
N2 0.76 7.55 2.37
C23 -0.48 7.12 2.69
C24 -1.24 6.30 1.87
H19 -1.27 5.27 -0.02
H20 1.02 6.05 -0.65
H21 2.26 7.51 0.96
H22 -0.86 7.45 3.65
H23 -2.23 5.98 2.17
C25 7.63 -0.23 2.56
C26 8.25 -1.17 1.73
C27 7.60 -2.37 1.51
N3 6.41 -2.69 2.05
C28 5.83 -1.77 2.84
C29 6.40 -0.53 3.12
H24 8.11 0.73 2.75
H25 9.21 -0.96 1.28
H26 8.05 -3.13 0.87
H27 4.87 -2.05 3.27
H28 5.89 0.18 3.77
C30 2.62 -6.71 2.55
C31 1.68 -6.11 1.71
C32 2.07 -5.02 0.96
N4 3.32 -4.49 1.00
C33 4.21 -5.09 1.82
C34 3.91 -6.19 2.61
H29 2.35 -7.57 3.16
H30 0.67 -6.50 1.65
H31 1.38 -4.52 0.29
H32 5.20 -4.64 1.83
H33 4.66 -6.63 3.25

Let us look at the Mulliken charges, expressed in e, one per atom: number 1, C, carries -0.789; number 2, C, carries 0.433; number 3, C, carries -0.551; number 4, C, carries -0.498; number 5, C, carries -0.342; number 6, C, carries 0.212; number 7, C, carries -0.228; number 8, N, carries -0.067; number 9, C, carries 0.226; number 10, O, carries -0.599; number 11, C, carries 0.317; number 12, C, carries -0.399; number 13, C, carries -0.418; number 14, C, carries -0.403; number 15, C, carries 0.442; number 16, C, carries -0.693; number 17, C, carries 0.293; number 18, C, carries -0.951; number 19, F, carries -0.334; number 20, C, carries 0.044; number 21, C, carries 0.290; number 22, O, carries -0.563; number 23, C, carries -0.452; number 24, H, carries 0.273; number 25, H, carries 0.303; number 26, H, carries 0.142; number 27, H, carries 0.230; number 28, H, carries 0.284; number 29, H, carries 0.265; number 30, H, carries 0.326; number 31, H, carries 0.387; number 32, H, carries 0.228; number 33, H, carries 0.293; number 34, H, carries 0.324; number 35, H, carries 0.337; number 36, H, carries 0.365; number 37, H, carries 0.227; number 38, H, carries 0.240; number 39, H, carries 0.304; number 40, H, carries 0.283; number 41, H, carries 0.150; number 42, C, carries 0.080; number 43, C, carries -0.621; number 44, C, carries -0.205; number 45, N, carries -0.559; number 46, C, carries -0.319; number 47, C, carries -0.366; number 48, H, carries 0.647; number 49, H, carries 0.374; number 50, H, carries 0.339; number 51, H, carries 0.348; number 52, H, carries 0.341; number 53, C, carries -0.117; number 54, C, carries -0.590; number 55, C, carries -0.187; number 56, N, carries -0.233; number 57, C, carries -0.107; number 58, C, carries -0.713; number 59, H, carries 0.370; number 60, H, carries 0.368; number 61, H, carries 0.387; number 62, H, carries 0.391; number 63, H, carries 0.370; number 64, C, carries -0.128; number 65, C, carries -0.558; number 66, C, carries -0.170; number 67, N, carries -0.258; number 68, C, carries -0.094; number 69, C, carries -0.652; number 70, H, carries 0.367; number 71, H, carries 0.353; number 72, H, carries 0.406; number 73, H, carries 0.452; number 74, H, carries 0.351

[3]
The following is a quantum chemistry calculation of 2 unconnected molecules or ions with the total composition C34H33NO4, from OMol25.

The net charge is 0. The energy above the lowest of the compared OMol25 structures with the same formula, charge and spin is 208.9 kJ/mol. Its highest occupied orbital energy is -5.2 eV.

Atoms and positions in Å:
C1 -3.64 2.27 1.58
C2 -3.43 1.31 0.43
O1 -2.51 2.04 -0.47
C3 -1.89 1.37 -1.47
C4 -0.70 2.15 -1.95
N1 -0.16 1.82 -3.07
C5 0.76 2.34 -3.83
C6 1.07 1.81 -5.14
C7 2.36 1.97 -5.70
C8 2.65 1.47 -6.96
C9 1.67 0.83 -7.73
C10 0.37 0.70 -7.20
C11 0.08 1.16 -5.91
O2 -2.23 0.29 -1.94
H1 -4.19 1.78 2.39
H2 -2.68 2.63 1.95
H3 -4.19 3.16 1.24
H4 -2.99 0.37 0.78
H5 -4.37 1.12 -0.10
H6 -0.46 3.05 -1.35
H7 1.37 3.20 -3.50
H8 3.12 2.47 -5.10
H9 3.66 1.55 -7.36
H10 1.91 0.43 -8.71
H11 -0.40 0.23 -7.80
H12 -0.92 1.06 -5.51
C12 -3.00 1.67 7.21
O3 -1.61 1.71 6.83
C13 -1.16 0.96 5.80
C14 0.20 1.14 5.44
C15 0.67 0.63 4.25
C16 -0.13 -0.21 3.43
C17 0.36 -0.74 2.15
C18 1.28 0.02 1.38
C19 1.86 -0.38 0.18
C20 2.96 0.26 -0.51
C21 3.55 -0.39 -1.62
C22 4.58 0.22 -2.33
C23 5.04 1.48 -1.95
C24 4.54 2.08 -0.79
C25 3.50 1.49 -0.07
C26 -0.17 -2.01 1.69
C27 -0.40 -3.06 2.63
C28 -0.81 -4.30 2.22
C29 -1.10 -4.54 0.86
O4 -1.65 -5.74 0.57
C30 -1.96 -6.09 -0.80
C31 -0.89 -3.52 -0.09
C32 -0.44 -2.28 0.33
C33 -1.45 -0.49 3.90
C34 -1.97 0.10 5.04
H13 -3.03 2.28 8.12
H14 -3.64 2.12 6.43
H15 -3.35 0.65 7.42
H16 0.82 1.72 6.11
H17 1.70 0.81 3.96
H18 1.56 0.99 1.79
H19 1.61 -1.36 -0.24
H20 3.17 -1.36 -1.93
H21 5.03 -0.29 -3.18
H22 5.84 1.96 -2.51
H23 4.97 3.01 -0.43
H24 3.08 1.96 0.81
H25 -0.20 -2.90 3.68
H26 -0.95 -5.13 2.91
H27 -2.27 -7.14 -0.72
H28 -2.80 -5.48 -1.19
H29 -1.09 -6.00 -1.47
H30 -1.12 -3.69 -1.15
H31 -0.31 -1.50 -0.41
H32 -2.09 -1.19 3.36
H33 -3.00 -0.08 5.34

Let us look at the Mulliken charges, expressed in e, one per atom: number 1, C, carries -1.206; number 2, C, carries 0.104; number 3, O, carries -0.319; number 4, C, carries 0.389; number 5, C, carries -0.323; number 6, N, carries -0.139; number 7, C, carries -0.519; number 8, C, carries 0.632; number 9, C, carries -0.462; number 10, C, carries -0.501; number 11, C, carries -0.447; number 12, C, carries -0.424; number 13, C, carries -0.436; number 14, O, carries -0.683; number 15, H, carries 0.354; number 16, H, carries 0.273; number 17, H, carries 0.363; number 18, H, carries 0.043; number 19, H, carries 0.285; number 20, H, carries 0.367; number 21, H, carries 0.370; number 22, H, carries 0.348; number 23, H, carries 0.349; number 24, H, carries 0.350; number 25, H, carries 0.356; number 26, H, carries 0.412; number 27, C, carries -0.761; number 28, O, carries -0.431; number 29, C, carries 0.884; number 30, C, carries -0.814; number 31, C, carries -0.459; number 32, C, carries -0.311; number 33, C, carries -0.024; number 34, C, carries -0.264; number 35, C, carries -0.235; number 36, C, carries 0.432; number 37, C, carries -0.461; number 38, C, carries -0.653; number 39, C, carries -0.418; number 40, C, carries -0.729; number 41, C, carries -0.372; number 42, C, carries 0.433; number 43, C, carries -0.254; number 44, C, carries -0.928; number 45, C, carries 0.833; number 46, O, carries -0.448; number 47, C, carries -0.785; number 48, C, carries -0.771; number 49, C, carries -0.491; number 50, C, carries -0.151; number 51, C, carries -0.763; number 52, H, carries 0.243; number 53, H, carries 0.326; number 54, H, carries 0.311; number 55, H, carries 0.423; number 56, H, carries 0.507; number 57, H, carries 0.473; number 58, H, carries 0.554; number 59, H, carries 0.356; number 60, H, carries 0.388; number 61, H, carries 0.416; number 62, H, carries 0.384; number 63, H, carries 0.331; number 64, H, carries 0.551; number 65, H, carries 0.432; number 66, H, carries 0.248; number 67, H, carries 0.336; number 68, H, carries 0.315; number 69, H, carries 0.420; number 70, H, carries 0.602; number 71, H, carries 0.471; number 72, H, carries 0.318

- Look up the highest occupied orbital energy of the second one.
  -8.1 eV